The following is a DFT calculation (the ωB97M-V functional and the def2-TZVPD basis) of C19H24N2O6S in the gas phase.

Structure (ORCA input):
```
! wB97M-V def2-TZVPD RIJCOSX def2/J DEFGRID3
* xyz 0 1
C -0.756 2.101 4.828
H -0.377 3.106 4.618
O 0.179 1.110 4.476
C 0.561 1.023 3.176
C 0.096 1.840 2.164
C 0.574 1.657 0.868
C 1.503 0.661 0.588
C 1.963 -0.181 1.591
C 1.504 0.001 2.908
O 1.843 -0.724 4.004
C 2.965 -1.577 4.002
H 3.869 -1.053 3.684
H 2.813 -2.451 3.366
H 3.077 -1.895 5.039
O 2.839 -1.205 1.345
C 3.383 -1.329 0.050
H 3.957 -0.440 -0.230
H 4.050 -2.187 0.102
H 2.615 -1.512 -0.706
H 1.844 0.536 -0.426
C 0.057 2.463 -0.204
N -0.888 3.354 -0.170
N -1.113 3.764 -1.433
C -0.291 3.105 -2.187
S -0.185 3.116 -3.911
C 0.914 1.673 -4.151
C 0.585 0.498 -3.243
O 1.440 -0.199 -2.761
O -0.715 0.354 -3.066
C -1.156 -0.627 -2.108
C -2.428 -0.101 -1.455
C -2.939 -1.115 -0.437
C -3.195 -2.463 -1.106
C -1.924 -2.977 -1.776
C -1.407 -1.966 -2.795
H -0.479 -2.321 -3.248
H -2.143 -1.822 -3.589
H -2.120 -3.928 -2.274
H -1.157 -3.147 -1.016
H -3.540 -3.185 -0.365
H -3.980 -2.351 -1.857
H -3.858 -0.741 0.018
H -2.197 -1.235 0.357
H -3.177 0.068 -2.230
H -2.230 0.855 -0.966
H -0.365 -0.743 -1.356
H 1.952 1.967 -3.989
H 0.776 1.382 -5.192
O 0.505 2.273 -1.479
H -0.626 2.620 2.335
H -0.909 1.989 5.900
H -1.709 1.959 4.309
*
```

**Maximum force**: 1.710 eV/A
**Frontier orbital gap**: 8.319 eV
**Structure (SMILES)**: COc1cc(-c2nnc(SCC(=O)OC3CCCCC3)o2)cc(OC)c1OC
**ΔE to the lowest compared entry with this formula, charge and spin**: 38.0 kcal per mole
**E_HOMO**: -7.75 eV